1.
C38H29F9N6OsPS | ωB97M-V/def2-TZVPD

XYZ file:
```
85
Properties=species:S:1:pos:R:3
Os 0.3446 -0.6942 -1.6809
N 3.5987 2.1132 -2.3109
C 2.4438 1.4687 -2.1342
S 2.4055 -0.2964 -2.3442
N 1.3426 2.1202 -1.9222
N 0.2436 1.3389 -1.7610
C -0.9356 1.9070 -1.9056
C -1.1357 3.3457 -1.9650
C -0.5019 4.1674 -1.0236
C -0.7175 5.5315 -1.0413
C -1.5264 6.0941 -2.0219
C -2.1354 5.2913 -2.9782
C -1.9600 3.9204 -2.9421
C -2.0282 0.9289 -2.0219
C -3.3689 1.2573 -2.0784
C -4.3146 0.2451 -2.2075
C -3.9017 -1.0793 -2.2722
C -2.5538 -1.3588 -2.1965
N -1.6384 -0.3843 -2.0514
H 4.4430 1.6329 -2.5754
H 3.6010 3.1225 -2.3311
H 0.1284 3.7266 -0.2606
H -0.2516 6.1621 -0.2958
H -1.6797 7.1648 -2.0437
H -2.7416 5.7385 -3.7539
H -2.4120 3.3031 -3.7094
H -3.6720 2.2917 -2.0115
H -5.3677 0.4925 -2.2544
H -4.6114 -1.8892 -2.3685
H -2.1779 -2.3719 -2.2318
C -0.1122 -4.3405 -0.4140
C 0.2491 -3.9602 -1.8027
N 0.4146 -2.7334 -2.2957
C 0.7043 -2.8800 -3.6583
C 0.7111 -4.1951 -3.9647
N 0.4264 -4.8491 -2.7913
H -0.2772 -3.4491 0.1821
H 0.6825 -4.9240 0.0528
H -1.0229 -4.9410 -0.4058
H 0.8927 -2.0433 -4.3112
H 0.8952 -4.7105 -4.8918
H 0.3620 -5.8515 -2.6811
F 2.3380 5.1540 3.8486
C 2.6380 4.9135 2.5751
F 3.9538 5.0339 2.4107
F 2.0362 5.8515 1.8212
C 2.1445 3.5462 2.1480
C 2.9658 2.6928 1.4240
C 2.4628 1.4845 0.9781
C 1.1385 1.1316 1.2414
C 0.3430 1.9628 2.0319
C 0.8491 3.1730 2.4782
P 0.5850 -0.4776 0.6561
C 1.7138 -1.6725 1.3869
C 1.8379 -1.6311 2.7782
C 2.7157 -2.4896 3.4188
C 3.4789 -3.3726 2.6686
C 3.3763 -3.4055 1.2843
C 2.4907 -2.5578 0.6410
C 4.4599 -4.3180 3.3356
F 4.3621 -4.2723 4.6607
F 4.2242 -5.5733 2.9332
F 5.7098 -4.0010 2.9866
C -1.0878 -0.7826 1.2456
C -2.0921 0.1528 0.9698
C -3.3943 -0.0883 1.3630
C -3.7014 -1.2710 2.0264
C -2.7090 -2.1912 2.3350
C -1.4017 -1.9511 1.9456
C -5.1305 -1.5748 2.4364
F -5.2626 -1.5167 3.7577
F -5.9833 -0.7087 1.8811
F -5.4631 -2.8065 2.0309
H 3.9928 2.9685 1.2264
H 3.1237 0.7955 0.4647
H -0.6587 1.6789 2.3203
H 0.2385 3.8223 3.0928
H 1.2598 -0.9280 3.3677
H 2.8126 -2.4677 4.4957
H 3.9903 -4.0920 0.7153
H 2.4117 -2.5936 -0.4369
H -1.8557 1.0824 0.4667
H -4.1716 0.6382 1.1678
H -2.9572 -3.0926 2.8810
H -0.6290 -2.6587 2.2165
```

Net charge: +3
LUMO level (spin up / spin down): -11.485 / -11.576 eV
HOMO-LUMO gap (spin up / spin down): 5.072 / 4.978 eV

2.
C24H68N6O10 | ωB97M-V/def2-TZVPD

XYZ file:
```
108
Properties=species:S:1:pos:R:3
N -1.8859 2.0985 -4.2581
C -2.0286 3.3117 -3.8791
N -2.5462 4.0986 -4.7643
O -1.7908 3.5860 -2.7173
H -1.5242 1.5314 -3.5047
H -2.1672 1.8323 -5.1909
H -2.3519 3.7460 -5.6906
H -2.5431 5.0997 -4.6302
N 1.9282 -3.6507 -3.5954
C 0.9941 -3.1810 -2.7688
N 0.7665 -1.9210 -3.0638
O 0.5079 -3.7670 -1.8355
H 2.1741 -3.1645 -4.4458
H 1.9841 -4.6578 -3.6472
H 0.0020 -1.5481 -2.5193
H 1.3981 -1.5349 -3.7508
N -2.0793 4.1165 0.7418
C -1.4092 5.1535 1.1207
N -0.8402 5.7320 0.1200
O -1.0923 5.4017 2.2043
H -2.4323 3.4928 1.4535
H -2.0872 3.9864 -0.2597
H -0.0311 6.3342 0.1727
H -1.1737 5.3719 -0.7627
C -4.1636 0.5972 4.7466
C -3.5898 0.5491 3.3479
C -4.6823 0.2936 2.2729
O -3.1971 1.8895 3.0827
H -3.4573 1.0917 5.4135
H -4.3293 -0.4247 5.0877
H -5.1507 1.0595 4.7522
H -2.6586 -0.0174 3.3476
H -5.2099 -0.6402 2.4671
H -4.0094 0.2896 1.4153
H -5.4098 1.0768 2.0594
H -2.5863 2.0755 3.7996
C -2.8816 -2.3580 -2.8059
C -3.4155 -2.5079 -4.3233
C -2.3580 -1.8680 -5.2679
O -3.4962 -3.8586 -4.6539
H -2.2175 -3.1237 -2.4051
H -3.8342 -2.5489 -2.3118
H -2.4538 -1.3823 -2.5752
H -4.3119 -2.0217 -4.7083
H -1.3873 -2.2822 -4.9953
H -2.2065 -0.7930 -5.1709
H -2.5820 -2.0750 -6.3143
H -2.6051 -4.2027 -4.7499
C 0.5782 -5.5095 2.4488
C -0.1372 -4.7128 1.3887
C -1.6365 -4.6606 1.3543
O 0.2212 -3.3397 1.6318
H 0.0954 -6.4413 2.7434
H 0.6624 -4.9087 3.3543
H 1.5990 -5.7427 2.1458
H 0.1455 -5.0144 0.3802
H -2.0146 -3.7756 0.8425
H -1.8659 -4.4915 2.4064
H -2.1762 -5.5088 0.9333
H 0.3335 -2.8768 0.7984
C 2.7035 2.9714 -1.2981
C 3.8884 3.5689 -2.2986
C 4.4655 2.4635 -3.1743
O 3.3497 4.5886 -3.1342
H 3.0516 2.3683 -0.4595
H 1.9724 2.4259 -1.8947
H 2.0304 3.7921 -1.0497
H 4.7040 3.9560 -1.6878
H 5.0726 1.8258 -2.5318
H 5.0580 2.8377 -4.0092
H 3.7622 1.7410 -3.5883
H 2.6192 4.1987 -3.6200
C 1.5295 2.1355 5.2066
C 1.6172 0.5787 5.0012
C 1.0185 0.0088 3.7307
O 2.8580 0.0831 5.0912
H 2.0443 2.3595 6.1409
H 0.4842 2.4041 5.3592
H 2.0357 2.6469 4.3878
H 1.0358 0.2133 5.8477
H 1.0076 -1.0769 3.8266
H 1.6514 0.3191 2.8992
H 0.0706 0.5421 3.6595
H 2.9261 -0.7796 5.5069
C -1.6986 -0.6852 0.1050
C -0.9782 0.5711 -0.1826
C 0.4104 0.5547 0.4304
O -0.9844 0.8599 -1.6136
H -2.6475 -0.7939 -0.4202
H -1.7893 -0.9421 1.1604
H -1.2215 -1.5587 -0.3396
H -1.4388 1.3723 0.3954
H 0.2035 0.1615 1.4257
H 0.8854 1.5292 0.3166
H 1.0501 -0.2173 0.0027
H -1.2761 1.7654 -1.7423
C 5.4056 -0.4222 2.1449
C 4.2085 -1.1390 1.6411
C 3.9280 -0.9679 0.1515
O 4.1935 -2.4780 1.9085
H 6.3058 -0.9210 1.7857
H 5.3645 -0.4118 3.2341
H 5.5061 0.5724 1.7105
H 3.3611 -0.6913 2.1604
H 4.6286 -1.4373 -0.5391
H 3.9165 0.1060 -0.0351
H 3.0393 -1.5352 -0.1250
H 3.2888 -2.7678 2.0469
```

ΔE to the lowest compared entry with this formula, charge and spin: 108.6 kcal/mol
LUMO level: -0.033 eV
HOMO-LUMO gap: 9.210 eV

3.
C12H13NS | ωB97M-V/def2-TZVPD

XYZ file:
```
27
Properties=species:S:1:pos:R:3
C -0.0695 -2.9367 -1.6744
C -1.3879 -2.9619 -1.1610
C 0.6959 -1.9034 -1.3113
C -1.7922 -1.9781 -0.3124
C 0.3742 -0.7494 -0.4722
C -0.9990 -0.8746 0.0806
C 1.1469 0.3134 -0.2773
C -0.6456 0.6976 1.9174
C 1.8554 1.3654 -0.1325
C 1.9618 2.5089 -1.0691
C 2.5464 1.5531 1.1865
C -2.8736 0.2420 0.9901
N -1.4097 0.0559 0.9961
S -0.8837 1.9978 2.8604
H 0.3101 -3.7291 -2.2854
H -2.1312 -3.5444 -1.5884
H 1.7290 -1.9542 -1.4039
H -2.8669 -2.0574 -0.0421
H 1.3877 2.2324 -2.0706
H 1.3957 3.3566 -0.6838
H 3.0897 2.8046 -1.1946
H 2.3260 0.6338 1.8577
H 3.5724 1.7860 1.0852
H 2.2271 2.3544 1.8466
H -2.9849 1.3117 1.3551
H -3.1423 0.0193 -0.0218
H -3.4318 -0.5441 1.5249
```

ΔE to the lowest compared entry with this formula, charge and spin: 119.7 kcal/mol
LUMO level (spin up / spin down): -0.441 / -0.682 eV
HOMO-LUMO gap (spin up / spin down): 6.343 / 6.937 eV

4.
C23H48NO2P3W | ωB97M-V/def2-TZVPD

XYZ file:
```
78
Properties=species:S:1:pos:R:3
W -0.9058 -0.1192 -1.2707
P -1.4114 2.1354 -1.0292
P -1.9611 -1.2255 0.4767
P -1.0338 -0.7297 -3.5056
H 1.0525 0.4304 0.8902
C 1.1474 -0.1731 -0.0176
C 1.4199 0.4018 -1.2945
H 1.5671 1.4778 -1.4070
C -0.6169 2.8703 0.4438
C -3.1328 2.7610 -0.9014
C -0.7425 3.1169 -2.4192
C -0.9119 -2.4590 1.3006
C -2.4161 -0.1251 1.8728
C -3.4504 -2.1889 0.0796
C 0.2771 0.0554 -4.5264
C -2.5741 -0.2922 -4.4053
C -0.8032 -2.4855 -3.8979
H 1.3901 -1.2318 0.1103
H 1.8291 -0.2460 -2.0700
H 0.2901 3.4189 0.1513
H -0.3269 2.1310 1.2040
H -1.3195 3.5704 0.9179
H -3.6500 2.2859 -0.0578
H -3.6747 2.5138 -1.8239
H -3.1192 3.8521 -0.7667
H 0.3511 3.0433 -2.4669
H -1.0231 4.1702 -2.2767
H -1.1542 2.7715 -3.3759
H -1.5498 -3.2772 1.6605
H -0.3922 -1.9939 2.1477
H -0.1703 -2.8544 0.5886
H -3.0096 -0.7067 2.5949
H -3.0123 0.7299 1.5262
H -1.5074 0.2501 2.3721
H -3.8188 -2.6833 0.9892
H -3.2029 -2.9579 -0.6638
H -4.2333 -1.5403 -0.3304
H 0.0811 -0.1505 -5.5888
H 1.2524 -0.3678 -4.2549
H 0.3165 1.1417 -4.3764
H -2.5045 -0.6436 -5.4453
H -2.7326 0.7943 -4.4008
H -3.4344 -0.7681 -3.9164
H -1.2506 -2.7114 -4.8751
H -1.2668 -3.1087 -3.1252
H 0.2702 -2.7144 -3.9197
C 1.2361 -4.3019 -1.3738
C 0.7005 -5.3626 -0.5385
C 0.5794 -6.6474 -1.0289
C 1.0352 -6.9766 -2.3164
C 1.6795 -6.0022 -3.0928
C 1.8504 -4.7182 -2.6220
O 1.1056 -3.0730 -1.0835
H -2.4199 0.4298 -1.6525
H 0.3285 -5.0832 0.4468
H 0.1148 -7.4122 -0.4046
H 0.9060 -7.9930 -2.6928
H 2.0513 -6.2502 -4.0873
H 2.3569 -3.9479 -3.2000
O 0.6001 1.0967 3.0409
C 1.4628 1.7914 3.5973
C 2.3976 2.7234 2.8386
C 2.1710 4.2009 3.1641
C 2.8896 4.6632 4.4299
C 2.3841 4.0009 5.7099
C 2.5923 2.4874 5.7471
N 1.6076 1.7571 4.9485
H 3.4337 2.4317 3.0612
H 2.2218 2.5477 1.7713
H 2.5367 4.7984 2.3178
H 1.0929 4.4078 3.2480
H 3.9643 4.4703 4.3262
H 2.7579 5.7465 4.5270
H 2.9224 4.4278 6.5660
H 1.3192 4.2287 5.8560
H 3.6102 2.2499 5.4038
H 2.4872 2.1361 6.7784
H 1.0926 1.0048 5.3975
```

Net charge: +4
2S+1: 3
ΔE to the lowest compared entry with this formula, charge and spin: 2.9 kcal/mol
LUMO level (spin up / spin down): -15.425 / -15.425 eV
HOMO-LUMO gap (spin up / spin down): 2.258 / 2.258 eV

5.
C33H40ClF4NO7S | ωB97M-V/def2-TZVPD

XYZ file:
```
87
Properties=species:S:1:pos:R:3
C -3.0611 -3.9187 5.8104
C -2.3033 -5.2212 5.8477
O -2.5405 -6.0555 6.6735
O -1.3212 -5.4362 4.9297
C -1.7497 -5.2473 3.5591
C -0.8383 -6.0864 2.6609
C -0.0082 -5.2822 1.6535
C 0.7121 -4.0638 2.2734
C 0.1714 -2.6909 1.8079
C 1.2387 -1.7863 1.1746
N 1.1816 -1.6573 -0.2952
C 0.8913 -2.9021 -1.0113
C 1.6664 -3.0029 -2.3158
O 1.3261 -3.6393 -3.2546
F 2.8157 -2.3306 -2.3215
C 0.3802 -0.5969 -0.7189
O -0.5444 -0.1260 -0.1057
O 0.7553 -0.1001 -1.9343
C -0.1880 -0.4339 -2.9870
C -0.8850 0.8247 -3.4563
C -1.8814 0.5937 -4.6139
C -2.4172 -0.8318 -4.7836
S -3.4976 -1.4965 -3.5017
O -2.8257 -2.6038 -2.8873
O -4.7786 -1.7658 -4.0757
Cl -3.7802 -0.0136 -2.1461
H -2.6134 -3.2143 5.1132
H -4.0855 -4.1361 5.5145
H -3.0700 -3.4792 6.8035
H -2.7740 -5.6042 3.4492
H -1.7285 -4.1869 3.3035
H -0.1873 -6.7106 3.2692
H -1.4753 -6.7813 2.1109
H 0.7538 -5.9755 1.2895
H -0.6117 -5.0154 0.7852
H 1.7728 -4.1583 2.0362
H 0.6588 -4.1461 3.3594
H -0.1791 -2.1848 2.7045
H -0.6975 -2.8098 1.1640
H 2.2489 -2.1100 1.4248
H 1.1293 -0.7802 1.5711
H -0.1571 -2.9354 -1.3109
H 1.1872 -3.7669 -0.4247
H 0.3677 -0.8765 -3.8143
H -0.8907 -1.1511 -2.5687
H -0.1233 1.5280 -3.7939
H -1.3806 1.2835 -2.6039
H -1.4587 0.9279 -5.5599
H -2.7423 1.2416 -4.4429
H -3.0621 -0.8438 -5.6613
H -1.6339 -1.5642 -4.9626
F 1.6016 2.1412 -4.5172
C 2.5781 2.6029 -3.6963
C 3.8287 2.8418 -4.2266
C 4.8272 3.3222 -3.3916
C 4.5640 3.5480 -2.0480
C 3.2972 3.2955 -1.5380
C 2.2895 2.8221 -2.3651
H 4.0125 2.6553 -5.2764
H 5.8114 3.5213 -3.7931
H 5.3453 3.9199 -1.3991
H 3.0903 3.4664 -0.4900
H 1.2963 2.6255 -1.9866
F -1.3315 -0.6903 4.0617
C -1.5235 -0.0948 5.2582
C -1.1379 -0.7599 6.4030
C -1.3355 -0.1451 7.6309
C -1.9184 1.1129 7.6954
C -2.3014 1.7604 6.5284
C -2.1010 1.1575 5.2951
H -0.6905 -1.7431 6.3325
H -1.0334 -0.6507 8.5381
H -2.0740 1.5880 8.6544
H -2.7592 2.7390 6.5768
H -2.3856 1.6461 4.3730
F 1.3252 8.8366 -1.6120
C 1.5082 8.1929 -2.7828
C 2.0674 6.9313 -2.7716
C 2.2500 6.2714 -3.9780
C 1.8819 6.8806 -5.1700
C 1.3249 8.1522 -5.1562
C 1.1302 8.8172 -3.9544
H 2.3537 6.4768 -1.8325
H 2.6813 5.2803 -3.9860
H 2.0290 6.3636 -6.1090
H 1.0406 8.6302 -6.0841
H 0.6914 9.8053 -3.9197
```

LUMO level: 0.150 eV
HOMO-LUMO gap: 9.470 eV

6.
C4H6N2 | ωB97M-V/def2-TZVPD

XYZ file:
```
12
Properties=species:S:1:pos:R:3
C 1.7299 0.0839 -0.0602
C 0.2568 -0.1464 -0.0674
C -0.5657 -1.0455 -0.6726
N -1.8911 -0.8177 -0.3519
C -1.8768 0.2834 0.3433
N -0.6216 0.7804 0.4930
H 2.2342 -0.8825 -0.0493
H 2.0714 0.6514 -0.9246
H 2.0472 0.5777 0.8595
H -0.3044 -1.7532 -1.4428
H -2.7501 0.8236 0.6744
H -0.3297 1.4448 1.1986
```

ΔE to the lowest compared entry with this formula, charge and spin: 4.8 kcal/mol
LUMO level: 0.891 eV
HOMO-LUMO gap: 9.487 eV

7.
C9H9O3S | ωB97M-V/def2-TZVPD

XYZ file:
```
22
Properties=species:S:1:pos:R:3
C -0.5182 -2.9950 0.2537
C -0.6361 -1.9525 1.1657
C 0.4681 -2.9391 -0.7617
C 0.2840 -0.9131 1.0863
C 1.3321 -1.8544 -0.8484
C 1.1433 -0.7336 -0.0304
C 3.5059 0.0933 -0.7034
C 0.9290 2.2389 0.8007
C 1.9969 0.3765 -0.2418
O 3.9414 -0.0250 -1.7931
O 3.9814 -0.1329 0.4132
O 1.9210 1.6848 0.0606
S -1.8055 2.2259 -1.4550
H -1.3844 -3.5944 0.2689
H -1.1329 -2.0737 2.0865
H 0.5057 -3.6443 -1.5280
H 0.2354 -0.0178 1.8183
H 2.0861 -2.0140 -1.6063
H 0.0286 1.7245 0.5720
H 0.9375 3.3989 0.5413
H 1.2787 2.1801 1.9391
H -2.7104 1.2167 -1.5567
```

Net charge: -1
ΔE to the lowest compared entry with this formula, charge and spin: 75.7 kcal/mol
LUMO level: 1.551 eV
HOMO-LUMO gap: 4.650 eV

8.
CH2O3S2 | ωB97M-V/def2-TZVPD

XYZ file:
```
8
Properties=species:S:1:pos:R:3
C 0.2340 0.6849 0.1866
O 2.9153 -1.2038 -0.2791
O 1.2589 0.2956 1.1695
O 1.1049 0.6803 -0.9260
S -0.9427 -0.6364 0.0911
S 2.4745 0.1319 0.0526
H -0.0986 1.6485 0.4331
H -0.0804 -1.5251 -0.3270
```

2S+1: 3
ΔE to the lowest compared entry with this formula, charge and spin: 37.7 kcal/mol
LUMO level (spin up / spin down): 0.749 / -3.882 eV
HOMO-LUMO gap (spin up / spin down): 7.490 / 6.284 eV